[1]
Entry from OMol25: a molecular structure, C33H38ClN5O7RuSSe (the ωB97M-V functional and the def2-TZVPD basis).

Properties
Gap between HOMO and LUMO (spin up / spin down)   7.21 / 7.07 eV
HOMO (spin up / spin down)   -9.89 / -10.20 eV
LUMO energy (spin up / spin down)   -2.68 / -3.13 eV
Relative energy (zero: lowest compared OMol25 entry of this formula, charge and spin)   0.305 eV
Net charge   +1
Total energy   -147900.6012 eV
2S+1   2

XYZ file:
```
87
Properties=species:S:1:pos:R:3:forces:R:3
C 2.331 2.482 -2.312 0.023 0.010 -0.023
H 0.830 3.744 0.083 -0.004 0.022 -0.040
H 3.872 -1.204 -4.475 0.004 -0.004 0.003
H 2.084 1.256 1.550 -0.001 0.003 -0.008
Se 2.370 -2.875 -0.573 0.028 0.038 0.006
O 2.149 3.483 -4.318 0.016 -0.001 -0.002
H 1.883 -1.911 2.150 0.006 -0.007 0.015
H 0.793 -3.131 -5.513 0.001 0.001 0.001
H -2.450 2.216 -1.841 0.001 0.000 0.002
C -4.298 -0.729 -2.365 -0.004 0.004 0.005
H -4.892 -0.673 0.969 -0.001 0.001 0.001
H 1.818 -1.841 -6.166 0.015 -0.005 -0.004
C -2.421 2.952 1.953 0.014 0.015 -0.001
C -2.637 -1.969 -1.185 -0.011 0.016 0.009
H 0.135 -1.622 2.081 0.010 -0.001 -0.002
Ru 0.659 -1.177 -1.399 0.013 -0.052 -0.011
H -5.814 0.181 -1.142 -0.001 -0.001 0.000
C 0.144 5.878 3.834 0.002 0.002 0.002
H -3.852 4.052 -0.918 0.002 0.000 0.001
C 1.981 -2.089 -4.076 0.017 0.006 -0.005
C 0.908 -2.318 2.402 0.008 0.021 -0.003
N 2.397 3.644 -3.143 -0.040 0.001 0.003
H -0.066 4.934 4.335 0.000 0.000 0.001
H 3.935 -2.693 -3.549 0.001 -0.003 0.002
H 3.739 4.194 -0.516 -0.016 -0.016 -0.028
H 1.678 5.283 -0.212 0.014 0.024 0.034
H -0.697 6.551 3.993 0.000 -0.001 -0.002
C 3.382 -1.759 -3.673 0.006 0.007 -0.003
H -0.518 5.190 1.869 -0.018 -0.010 0.001
H 3.439 3.089 0.816 0.023 0.019 0.011
H -0.317 -7.753 0.777 0.000 0.000 -0.001
C 2.433 1.184 -0.557 -0.001 -0.007 -0.015
C 1.769 -2.660 -5.443 -0.022 0.020 0.005
N 2.680 2.443 -0.977 0.003 -0.025 0.048
C -2.451 2.437 -0.782 -0.004 -0.007 0.001
H 3.740 0.835 1.083 -0.007 0.002 0.002
H -3.835 4.503 1.510 0.003 -0.002 -0.001
H 2.439 -0.346 0.857 0.007 -0.016 -0.003
C 0.027 -4.678 2.218 0.006 -0.003 0.003
Cl -1.130 -2.875 -1.248 0.034 0.028 -0.028
C -0.434 -6.947 1.488 0.000 -0.001 0.000
H -4.701 -0.357 -3.296 -0.001 0.001 0.000
H -1.696 -8.036 2.815 0.000 0.001 0.000
C -0.834 0.576 -0.485 -0.016 -0.022 0.024
H 1.496 0.923 -3.605 -0.006 0.000 0.000
O 1.432 3.292 2.664 -0.013 0.007 0.010
H -1.882 -2.840 1.328 0.003 0.003 0.000
C -1.351 -6.050 3.552 0.000 -0.001 -0.001
C -3.219 3.711 1.105 -0.002 0.015 -0.002
H -1.960 -6.210 4.431 0.000 0.000 -0.001
H 0.857 -2.486 3.475 -0.003 0.001 0.000
O -0.149 -0.178 0.279 0.043 0.030 -0.001
H -1.003 1.339 2.081 0.004 -0.009 0.005
C -3.236 -1.710 0.069 -0.006 -0.005 -0.002
S 1.722 4.577 2.068 0.008 0.014 0.004
C -0.741 -4.824 3.365 -0.002 0.004 -0.007
C -1.638 1.932 1.437 0.013 0.003 -0.008
H 3.413 -1.192 -2.747 -0.006 -0.015 0.000
C -1.660 1.671 0.070 0.007 0.011 -0.004
N 0.762 -3.598 1.728 -0.015 -0.009 -0.001
C 0.346 5.664 2.340 -0.014 -0.009 -0.008
H -3.255 -1.952 2.206 -0.003 0.001 -0.002
H -2.625 -1.716 -3.299 0.000 -0.002 0.001
C -4.920 -0.429 -1.153 0.006 -0.002 -0.008
H -2.408 3.157 3.016 -0.008 0.000 0.010
H 2.560 -3.363 -5.701 0.001 -0.005 0.007
C 2.998 3.545 -0.067 0.006 -0.020 0.002
C -1.201 -7.094 2.629 0.001 -0.001 0.001
H 1.285 -5.680 -0.542 -0.002 0.003 -0.004
C -3.231 3.457 -0.262 -0.001 -0.001 0.005
H 1.030 6.323 4.284 -0.001 -0.001 0.001
O 2.944 5.251 2.423 -0.009 -0.009 -0.002
C 1.728 4.325 0.302 0.000 -0.038 -0.014
O 1.007 -1.897 -3.356 -0.026 -0.019 0.011
C -3.143 -1.501 -2.375 0.009 -0.004 -0.003
H 0.583 6.592 1.819 -0.002 0.000 -0.001
C 1.886 1.249 -2.658 -0.044 0.013 -0.007
N 0.989 -5.211 0.297 -0.018 -0.001 -0.008
C 1.320 -3.934 0.557 -0.029 -0.015 -0.012
H -0.864 -4.019 4.077 -0.001 -0.003 0.002
C -4.406 -0.905 0.030 0.002 0.000 0.005
O 2.675 4.706 -2.613 0.010 0.003 -0.006
O -0.769 0.367 -1.732 -0.005 0.002 -0.019
C 2.687 0.709 0.823 -0.015 0.006 -0.001
C 0.175 -5.714 1.303 0.010 0.000 0.004
C -2.746 -2.196 1.285 0.001 -0.009 0.012
N 1.944 0.447 -1.555 0.000 0.008 0.041
```
Positions in Å, forces in eV/Å.

***

[2]
Entry from OMol25: a molecular structure, C33H38CrF4N12SSi (the ωB97M-V functional and the def2-TZVPD basis).

Properties
Gap between HOMO and LUMO (spin up / spin down)   6.94 / 7.19 eV
HOMO (spin up / spin down)   -6.95 / -7.23 eV
LUMO energy (spin up / spin down)   -0.02 / -0.04 eV
Relative energy (zero: lowest compared OMol25 entry of this formula, charge and spin)   0.000 eV
Net charge   0
Total energy   -110723.6163 eV
2S+1   5

XYZ file:
```
90
Properties=species:S:1:pos:R:3:forces:R:3
C -4.055 1.178 -1.056 0.736 1.002 0.413
H 5.622 1.729 -0.423 0.393 0.154 -0.088
H 0.550 -1.743 1.895 0.282 -0.312 -0.459
C 5.411 -3.171 3.242 0.880 -1.515 0.870
S -0.824 3.034 0.533 -0.378 -0.291 0.184
C -0.671 -2.193 3.612 0.015 2.063 -0.611
N 7.570 -0.767 1.539 0.227 1.064 -1.019
C -2.094 -0.474 4.129 0.103 1.019 0.143
H 4.889 2.146 1.171 0.196 0.180 -0.333
H 5.410 -4.127 3.766 -0.007 0.399 0.288
C 5.035 1.378 0.407 -1.076 0.052 1.113
C 2.159 2.047 1.647 -0.400 0.890 1.061
N 0.499 3.436 -1.745 -0.105 -0.091 -1.259
H -5.054 -2.622 -0.757 -0.002 0.705 -0.148
H -0.669 -3.990 4.512 0.631 0.562 -0.524
C -0.930 5.256 -1.127 -1.223 -0.339 -0.090
C -0.406 3.933 -0.888 0.536 1.067 -0.108
H -2.581 1.728 -4.669 0.430 -1.080 -0.478
C -2.744 -4.660 0.551 0.649 -0.517 0.382
F -1.290 6.087 1.100 -0.647 -0.461 -0.768
C -1.738 -5.263 -0.206 0.076 1.103 -0.282
H -1.699 0.928 -6.043 -0.044 0.159 -0.045
N 5.736 0.261 1.048 0.116 -1.345 -0.270
C 3.507 0.170 -1.151 -0.003 -0.701 -0.385
H -1.253 6.828 -2.556 0.219 -0.319 -0.084
N 1.540 0.466 -0.128 1.906 0.828 1.292
H 1.610 1.417 2.352 -0.027 0.244 0.193
H -5.626 -0.467 1.729 1.544 0.868 -0.908
H 1.294 3.508 -3.642 0.690 -0.315 -0.534
H -3.341 1.933 -0.681 -0.318 -0.029 0.085
H -3.867 1.164 -2.114 -0.125 -0.189 -0.687
H 4.316 -0.194 -1.781 -0.189 0.285 0.298
H 0.465 -0.130 -5.482 0.019 0.035 0.168
C -0.814 -3.044 -0.674 -0.790 -0.472 -0.630
H -1.988 1.353 2.935 0.136 -0.083 -0.146
C 4.171 -1.329 2.334 -0.534 -0.271 -1.078
C -1.898 -2.430 -0.031 -0.524 1.314 0.677
F -3.077 5.296 0.049 0.798 0.106 0.008
H -0.667 -1.477 -5.449 -0.330 -0.109 -0.134
N -0.611 -0.126 2.303 -1.471 -0.804 0.418
H -5.080 1.554 -0.861 0.520 -0.351 -0.077
Cr -0.671 0.347 0.113 0.280 0.811 0.977
H -3.966 -0.737 2.190 -0.144 0.369 -0.128
C 6.603 -2.713 2.756 0.246 -0.038 -0.447
H -5.994 -1.161 -1.160 0.367 0.001 -0.356
H -0.007 -4.841 -1.374 0.630 -0.346 -0.542
H 3.262 -0.782 2.079 0.005 -0.204 0.706
H -3.054 0.071 -5.262 0.223 0.166 0.105
H 7.535 -3.149 3.106 -0.072 0.040 -0.498
F 0.096 -2.346 -1.474 -0.859 -0.215 0.950
C 5.323 -0.976 1.626 0.895 1.931 0.300
C 2.505 1.179 0.537 -0.990 -1.073 -1.723
C 4.241 -2.467 3.130 -1.126 1.659 -1.191
N 3.718 1.033 -0.073 -0.812 -1.204 -0.508
C -1.016 0.372 -2.907 -0.691 1.859 1.565
C -0.240 -1.391 2.528 0.772 0.243 0.223
F -2.210 7.213 -0.506 0.270 -1.262 0.068
H -3.456 -2.857 1.464 0.285 -0.147 -0.837
H 3.368 -2.728 3.683 -0.473 -0.466 0.206
N -0.077 -3.374 3.933 -1.035 -0.568 1.059
C -2.209 0.754 -5.100 -0.135 0.645 1.409
N 7.097 0.324 0.998 -0.643 -2.256 0.917
H 0.362 -1.238 -4.078 0.304 -0.038 0.209
C -4.983 -1.590 -1.176 1.088 -0.960 0.489
H -2.883 -0.137 4.839 0.613 -0.070 -0.820
C -0.760 5.874 -2.367 0.348 -0.320 0.937
C 6.537 -1.608 1.903 0.451 1.209 0.573
H 2.973 2.557 2.203 -0.327 -0.404 -0.622
H -3.429 -5.259 1.122 -0.310 -0.281 0.019
C -2.772 -3.305 0.718 0.443 1.201 -0.165
N -1.202 0.140 -4.190 0.393 -0.501 -0.449
N -2.128 -1.051 -0.080 -0.807 -0.399 0.015
N -1.588 -1.668 4.408 -0.525 -0.643 0.319
Si -3.779 -0.442 -0.190 -1.040 -0.997 -0.512
H -1.723 -6.326 -0.369 0.165 -0.168 0.001
C 0.685 4.035 -2.954 -1.395 0.673 2.510
C 0.076 5.242 -3.281 0.261 -0.804 -1.088
H -4.545 -1.740 -2.189 -0.649 0.326 0.369
H -4.398 0.913 1.795 -0.186 0.301 0.092
C -0.789 -4.418 -0.795 -0.231 -0.637 0.463
C -1.604 0.353 3.097 0.235 -0.985 0.623
H 0.404 -3.831 3.198 0.340 -0.466 -0.611
C -4.548 -0.113 1.481 -0.950 -1.702 1.615
H 1.400 2.776 1.262 0.653 -0.346 0.425
H 0.225 5.543 -4.318 -0.181 0.525 0.337
C -0.197 -0.716 -4.838 -0.159 0.170 -0.057
N -0.906 0.736 -1.793 0.067 -1.247 -3.575
C 2.187 -0.183 -1.150 0.292 0.192 -0.374
C -1.888 5.908 -0.116 0.495 1.351 0.087
H 1.618 -0.849 -1.821 0.711 0.570 0.485
```
Positions in Å, forces in eV/Å.

***

[3]
Entry from OMol25: a molecular structure, C33H38F2MoN3P2S3Se (the ωB97M-V functional and the def2-TZVPD basis).

Properties
Gap between HOMO and LUMO (spin up / spin down)   6.51 / 6.24 eV
HOMO (spin up / spin down)   -16.28 / -16.23 eV
LUMO energy (spin up / spin down)   -9.77 / -9.99 eV
Net charge   +3
Total energy   -163002.2058 eV
2S+1   3

XYZ file:
```
83
Properties=species:S:1:pos:R:3:forces:R:3
H -2.121 -3.135 1.753 0.085 0.019 0.165
H -2.837 -2.338 3.169 0.003 0.079 -0.079
H -0.531 -0.785 -4.117 -0.009 0.046 -0.045
H 0.529 5.296 -1.360 -0.090 -0.074 -0.150
C 2.237 -1.673 1.116 0.521 -0.269 0.243
Mo -0.168 -0.297 -0.186 0.528 0.600 -0.848
H 3.174 0.940 -3.580 -0.014 -0.137 0.071
H -4.054 1.132 5.683 -0.060 -0.005 0.070
C -3.189 0.336 3.903 0.053 -0.047 0.003
H -1.082 -2.322 2.935 -0.050 0.011 -0.031
C -3.873 -0.356 1.000 -0.111 0.204 -0.292
C 0.115 1.545 -3.494 0.202 -0.244 0.099
C -1.568 -1.076 -4.141 0.254 0.193 -0.558
H 1.253 -0.574 3.301 -0.020 0.011 0.063
P 0.279 1.299 2.040 -0.323 0.191 1.071
H -2.329 2.881 5.943 -0.010 0.101 0.096
H 1.035 -6.144 0.741 0.005 -0.110 0.003
H -4.315 0.401 1.650 0.181 -0.087 -0.071
C -1.244 2.298 4.202 -0.100 0.052 -0.005
H 2.503 3.247 -3.325 0.057 -0.032 0.014
C 2.763 1.192 -2.600 -0.261 -0.288 0.043
C -2.282 2.198 5.111 0.112 0.018 -0.062
H 3.828 2.988 -2.213 -0.080 0.000 -0.118
H 1.670 3.245 1.402 0.008 -0.036 0.095
H 0.350 4.200 -2.729 -0.050 0.081 0.047
H 0.062 3.709 1.990 0.065 0.021 0.011
C -1.285 1.823 -2.976 -0.084 -0.184 0.421
C -0.062 -3.436 -1.032 0.116 -0.034 -0.406
H -3.949 -0.425 3.799 -0.093 -0.029 0.011
H 3.360 0.685 -1.842 0.027 0.005 -0.133
C 4.073 0.358 1.139 -0.082 -0.144 -0.105
C -4.137 -2.250 -4.316 0.007 0.053 -0.712
C -1.180 1.418 3.121 -0.249 -0.278 -0.395
C 3.477 -1.865 1.741 -0.152 0.163 -0.008
H 0.707 2.451 -3.531 -0.060 -0.054 -0.017
H -3.895 0.032 -0.024 -0.030 -0.100 0.146
H 2.415 0.764 3.101 0.006 -0.108 0.006
F -0.326 -5.698 -1.483 0.043 -0.086 0.076
S 1.121 0.339 -2.521 -0.138 0.247 -0.110
H -0.526 -3.281 -1.997 -0.178 -0.001 0.145
H -5.086 -2.759 -4.354 -0.148 -0.043 -0.034
C 0.886 -5.117 0.447 -0.084 0.018 -0.096
C 0.897 3.024 2.130 0.033 -0.105 -0.411
P -2.124 -0.673 1.537 -0.631 0.163 1.018
H -4.486 -1.259 1.049 0.108 0.114 0.038
H -4.012 -1.793 -6.389 -0.077 -0.052 -0.102
H -0.921 3.969 0.073 -0.063 0.106 -0.013
N -3.869 -2.771 -1.970 -0.894 -0.236 -0.874
C -3.250 1.213 4.967 -0.020 -0.060 -0.031
H 1.091 0.902 4.265 -0.041 0.014 -0.115
C -3.465 -2.162 -3.081 0.491 0.032 0.701
C -2.219 -1.227 -5.342 0.408 0.090 0.534
C -2.046 -2.277 2.420 0.113 -0.141 -0.180
C -0.930 3.799 -1.002 0.023 -0.417 0.126
H -0.496 3.060 4.354 0.075 0.076 -0.001
H 1.321 3.170 3.124 -0.088 -0.062 0.027
C -2.155 0.442 2.973 0.443 0.274 -0.104
Se -2.778 -2.469 -0.706 0.097 -0.096 -0.113
H 2.511 1.442 0.161 -0.065 -0.131 0.053
H -1.977 1.016 -3.225 0.124 0.251 -0.008
C 2.814 0.497 0.591 0.514 0.530 0.036
H -1.662 2.744 -3.429 -0.058 -0.079 0.024
C -2.217 -1.433 -2.951 -0.253 -0.223 0.526
S -1.431 2.030 -1.170 -0.060 -0.052 -0.258
H 3.716 -2.815 2.188 -0.060 -0.054 -0.037
C 0.369 4.251 -1.642 0.560 -0.189 0.163
H -1.701 -0.991 -6.256 0.121 0.085 -0.138
C 2.795 2.705 -2.427 -0.374 0.304 0.441
H 5.373 -0.990 2.217 0.050 -0.001 -0.004
C 1.322 -2.741 0.775 -0.220 -0.171 0.128
H 0.051 1.153 -4.511 0.010 0.063 0.069
S 1.819 3.325 -1.002 0.066 0.210 -0.485
C 1.480 -4.084 1.148 -0.254 0.359 -0.335
H -1.758 4.363 -1.436 -0.065 -0.053 0.120
C 4.408 -0.847 1.752 -0.260 0.097 -0.154
N -1.779 -1.318 -1.665 0.653 0.373 0.117
F 2.235 -4.387 2.200 0.030 -0.033 -0.021
N 1.900 -0.480 0.573 -0.057 -0.363 0.015
C 0.172 -4.767 -0.688 0.300 0.410 0.292
C 0.413 -2.383 -0.252 -0.006 -0.396 0.237
C -3.529 -1.738 -5.427 -0.545 -0.336 0.335
H 4.778 1.173 1.094 -0.018 0.137 -0.005
C 1.374 0.508 3.287 0.094 -0.160 -0.234
```
Positions in Å, forces in eV/Å.

***

In eV Å⁻¹, the maximum force values for the records above are, in order, 0.1, 3.8, 1.3.